{"formula": "C17H29N2O6PPdS2", "method": "ωB97M-V/def2-TZVPD", "total_charge": 0, "elements": ["C", "H", "C", "S", "H", "C", "H", "C", "H", "H", "H", "H", "N", "H", "O", "H", "H", "H", "C", "O", "C", "O", "H", "H", "C", "H", "Pd", "H", "H", "C", "N", "O", "H", "C", "C", "H", "H", "O", "C", "H", "C", "S", "H", "C", "C", "H", "C", "P", "H", "O", "H", "H", "C", "H", "H", "H", "H", "C"], "xyz": [[1.2788, -3.8164, -1.0061], [-0.7499, 3.7252, -2.4245], [0.1263, 3.3541, -2.9562], [-2.2406, 2.1379, -0.0995], [-4.1361, -0.3340, -0.4036], [4.1608, -0.3297, 1.1039], [2.8020, 5.4774, -1.2427], [-2.4999, -2.3399, -1.0922], [2.1154, -5.7647, -1.0286], [2.0077, 5.7278, -2.8172], [1.0630, 5.8007, -1.3096], [3.8529, 2.9627, -2.1925], [-3.9594, -3.4615, 0.5297], [0.3917, -4.1041, -1.5598], [1.3624, 2.9385, -0.5173], [-3.4755, -3.1643, 2.5459], [-0.0341, 2.2971, -3.1723], [-1.4693, -2.5490, -1.3725], [2.8098, -0.7173, 0.5421], [1.9855, 0.2054, 0.5065], [3.4173, -4.3632, -0.0298], [-1.6266, 1.1043, -1.0602], [3.0609, 3.2702, -3.7574], [2.7726, 1.7447, -2.8892], [2.9415, 2.8159, -2.7728], [4.4615, -2.7671, 0.8752], [0.0609, 0.5102, -0.1812], [-4.0640, -3.8618, -1.5321], [0.2708, 3.8999, -3.8902], [-3.8225, -1.0154, 0.3826], [-2.4923, -1.5138, 0.0976], [-1.8873, 3.4842, -0.4605], [4.1458, 0.7387, 1.3002], [1.8916, 5.3073, -1.8178], [-1.9526, -2.2371, 1.2270], [-5.4778, -2.3072, -0.3388], [-3.7904, -0.4322, 1.3014], [0.4428, -1.6396, -0.9274], [-3.2827, -3.6458, -0.8042], [-2.6359, -4.5177, -0.7049], [-2.9290, -3.3716, 1.6264], [-1.1493, 1.4872, 1.5271], [-0.9790, -2.6360, 0.9431], [2.2476, -4.7347, -0.7161], [1.3867, -2.4361, -0.6266], [-2.9687, -1.7761, -1.8987], [2.5812, -2.0724, 0.0882], [1.5475, 3.5329, -1.8633], [-1.8086, -1.5438, 2.0556], [-3.6567, 1.8913, 0.0430], [4.1849, -5.0919, 0.1895], [4.9625, -0.5708, 0.4058], [3.5621, -3.0548, 0.3474], [-2.4552, -4.3495, 1.7044], [-4.5590, -4.2616, 0.7081], [4.3595, -0.8613, 2.0355], [-5.3839, -2.2016, 1.4299], [-4.8009, -2.2109, 0.5097]], "mulliken_charge": [-0.40, 0.27, -1.05, 1.03, 0.48, -1.62, 0.35, -0.25, 0.39, 0.36, 0.32, 0.34, -0.03, 0.40, -0.71, 0.28, 0.27, -0.15, 1.18, -0.41, -0.87, -0.63, 0.36, 0.25, -1.12, 0.32, 1.16, 0.33, 0.42, -0.96, 0.89, -0.67, 0.37, -1.24, -0.34, 0.33, 0.52, -0.64, -0.69, 0.35, -0.78, -0.54, -0.03, -0.41, 0.38, 0.46, -0.06, 1.16, 0.53, -0.64, 0.38, 0.40, -0.63, 0.38, 0.30, 0.38, 0.34, -0.82]}

{"formula": "C17H29N3O4", "method": "ωB97M-V/def2-TZVPD", "smiles": "CCOC(=O)C1CCN(CC(=O)NC(=O)NC2CCCCC2)CC1", "total_charge": 0, "elements": ["H", "N", "H", "C", "H", "H", "H", "C", "H", "H", "H", "H", "C", "H", "N", "C", "H", "H", "H", "H", "H", "C", "H", "C", "H", "H", "O", "H", "O", "C", "C", "O", "H", "H", "H", "H", "N", "C", "C", "C", "H", "H", "C", "C", "C", "C", "H", "C", "H", "H", "C", "H", "O"], "xyz": [[-2.1085, 1.9719, 2.5226], [-1.6561, 2.6203, 0.6052], [-0.1780, 4.0536, 0.4787], [2.5399, 1.7004, -1.0788], [5.4338, 0.4488, 0.5166], [1.9767, -1.8072, 0.3366], [-0.8516, 0.0933, 1.5045], [4.4915, -1.3029, 1.3613], [-6.1168, -0.2917, -0.1765], [-0.3677, 3.2834, 2.0690], [5.8631, -1.0681, -0.2792], [4.4190, 0.2188, -1.7644], [-0.3469, 3.0999, 0.9916], [3.4861, -3.1718, 1.7463], [1.4887, 2.4286, -0.4478], [-2.1506, -0.1720, -0.1946], [5.2971, -1.4941, 2.0730], [2.5112, 0.4314, 0.4901], [-2.4878, -0.4258, 1.9281], [-6.0646, -1.4679, 1.1737], [-5.5524, -2.0827, -1.7847], [-5.9400, -2.3505, -0.8048], [-1.2800, 2.9584, -1.4108], [-2.3118, 1.6810, 1.4901], [-5.4583, -3.2667, -0.4716], [1.1932, 3.2224, -1.0011], [2.9488, 2.0916, -2.1478], [-1.7295, 0.6114, -2.1616], [1.1115, 1.2298, 1.4431], [-1.4450, 0.8143, -1.1285], [2.7860, -2.3720, -0.1312], [-4.2713, -1.0250, 0.3785], [-3.3892, 1.7843, 1.3127], [4.0985, -2.1991, -1.8276], [-7.0100, -2.5195, -0.8837], [-0.3667, 0.6758, -1.0367], [2.9617, 0.6365, -0.3959], [-1.9083, 0.2194, 1.2680], [5.0419, -0.5116, 0.1765], [-3.6363, -0.2507, -0.5077], [-2.9019, 2.3822, -1.0108], [4.6700, -3.2378, 0.4379], [3.8888, -2.6237, 0.8924], [3.9725, -0.2722, -0.8925], [0.8224, 2.1566, 0.7067], [3.3369, -1.5988, -1.3265], [2.5413, -1.3960, -2.0462], [-5.6721, -1.2252, 0.1839], [3.7286, -0.7188, 1.8801], [-1.7584, -1.1830, -0.3609], [-1.8382, 2.2582, -0.7855], [2.3706, -3.3223, -0.4728], [-4.1817, 0.2851, -1.4373]], "mulliken_charge": [0.39, 0.18, 0.41, 0.45, 0.37, 0.05, 0.23, -0.52, 0.32, 0.41, 0.42, 0.42, -1.23, 0.35, -0.03, 0.21, 0.34, 0.33, 0.65, 0.33, 0.31, -1.10, 0.38, -1.00, 0.30, 0.29, -0.70, 0.57, -0.71, -0.28, -0.28, -0.24, 0.45, 0.41, 0.37, -0.17, 0.11, -0.85, -0.95, 0.02, 0.55, 0.33, -0.77, -0.43, 0.74, -0.95, 0.37, -0.30, 0.26, 0.55, -1.14, 0.36, -0.59]}

{"formula": "C17H29N3O5S", "method": "ωB97M-V/def2-TZVPD", "smiles": "CCOC(=O)c1c(C)[nH]c(C)c1S(=O)(=O)N[C@@H](CC)CN1CCOCC1", "total_charge": 0, "elements": ["N", "C", "C", "H", "C", "O", "H", "H", "O", "H", "H", "H", "H", "H", "H", "H", "H", "C", "H", "C", "N", "C", "H", "C", "N", "H", "O", "C", "S", "C", "C", "H", "C", "H", "H", "H", "C", "H", "H", "H", "H", "H", "C", "O", "H", "H", "C", "O", "H", "C", "C", "C", "H", "H", "H"], "xyz": [[-0.3093, -1.3013, 0.5109], [2.1874, -0.8630, -0.2914], [-4.3845, 0.1761, 0.8210], [-3.3567, -3.9284, 2.6434], [-2.4516, 1.3189, 0.0592], [-4.6527, 2.0330, -0.7182], [-2.4707, 1.9976, 0.9177], [4.6072, 2.0001, 1.3565], [0.6910, 1.3142, 1.1236], [-4.7980, -0.7944, 1.0998], [2.3411, -3.2716, -1.5341], [-1.4217, 1.1983, -0.2729], [2.2270, 4.6083, 0.8297], [3.5066, -3.8206, -0.3162], [4.0851, -3.1169, -1.8305], [5.9003, 1.1664, 0.4870], [-2.4397, -1.6277, 2.2834], [-2.0411, -2.4820, 1.7351], [0.0737, 4.8715, -0.5057], [2.6791, 0.3205, 0.3305], [4.3499, -1.0905, 0.0484], [4.0328, 0.1486, 0.5210], [-4.4635, 0.8494, 1.6812], [-5.1801, 0.7790, -0.3444], [-2.9730, 0.0363, 0.5100], [-1.3635, -2.8438, -0.2930], [2.3848, 2.6325, 0.4631], [1.8082, 1.4466, 0.6786], [0.5309, -1.0136, -0.8904], [-1.5789, -1.9919, 0.3609], [3.2474, -1.7129, -0.4670], [5.2761, -1.4885, 0.0646], [-3.0857, -3.5877, 1.6467], [-6.2189, 0.9585, -0.0596], [5.4093, 0.5994, 2.0858], [-3.1946, 1.2905, -1.9775], [-2.6294, -1.0993, -0.3329], [-2.9531, 2.9283, -1.3154], [-1.1659, -2.8534, 2.2702], [1.4114, 4.2425, -1.4835], [-2.6972, -4.4354, 1.0869], [-2.2004, -0.7805, -1.2892], [0.7440, 4.0294, -0.6523], [0.4246, -2.1895, -1.7106], [0.1596, 3.1447, -0.8958], [0.8760, 3.6179, 1.4668], [-3.2880, 1.9176, -1.0775], [0.1891, 0.2419, -1.5106], [-3.5143, -1.7047, -0.5474], [3.3030, -3.0641, -1.0742], [5.0478, 1.0301, 1.1514], [1.5466, 3.7808, 0.6169], [-3.9879, -3.2373, 1.1524], [-5.1567, 0.0929, -1.2071], [-0.3902, -0.4397, 1.0391]], "mulliken_charge": [-0.14, -0.05, -0.82, 0.39, 0.11, -0.42, 0.29, 0.30, -0.62, 0.39, 0.34, -0.32, 0.33, 0.30, 0.36, 0.37, 0.25, -0.71, 0.36, 0.56, 0.14, -0.06, 0.34, -0.51, 0.43, 0.64, -0.37, 0.58, 1.43, -0.32, -0.35, 0.22, -1.35, 0.36, 0.34, 0.33, -1.12, 0.37, 0.45, 0.32, 0.35, 0.33, -0.77, -0.77, 0.04, 0.32, -0.59, -0.62, 0.71, -1.40, -1.43, -0.35, 0.29, 0.32, 0.41]}

Quick rundown of M, same order as above: 559.0, 339.4, 387.5 g/mol
Quick rundown of relative energy (zero: lowest compared OMol25 entry of this formula, charge and spin), same order as above: 33.6, 20.5, 30.4 kJ/mol
Quick rundown of gap between HOMO and LUMO, same order as above: 0.2415, 0.3351, 0.3100 Ha